# 1
Density functional theory data (ωB97M-V/def2-TZVPD) for a 3-piece molecular cluster, C3H8O overall.

Last column: Löwdin charge in e.
Cartesian coordinates (Å):
C: -1.78116 0.12792 -0.15672  -0.1344
C: -1.07839 -0.23910 -1.22254  -0.0958
O: 1.78520 0.27660 -1.00228  -0.0273
C: 2.08294 0.08904 0.14909  -0.2024
H: -2.24433 -0.60067 0.50520  0.0482
H: -0.14009 -0.02447 1.49471  0.0312
H: -1.91138 1.17507 0.10775  0.0531
H: -0.59978 0.48684 -1.87264  0.0487
H: -0.93120 -1.28564 -1.47858  0.0581
H: 0.36306 -0.00086 2.04470  0.0687
H: 2.14675 -0.92608 0.58721  0.0767
H: 2.30838 0.92134 0.84410  0.0753

The structure (SMILES) is [H][H].C=C.C=O. The lowest unoccupied orbital energy comes out at 0.932 eV. The net charge is 0. Its frontier orbital gap is 10.929 eV. Its electronic energy is -194.2348 hartree. The value obtained for the energy relative to the best compared isomer or geometry (same formula, charge and spin) is 265.5 kJ/mol.

---

# 2
Density functional theory data (ωB97M-V/def2-TZVPD) for a 2-piece molecular cluster, C3H8O overall.

Last column: Löwdin charge in e.
Cartesian coordinates (Å):
C: -0.37614 -0.30446 -0.04546  -0.5304
C: 2.01939 0.17907 0.27413  0.2164
C: -1.82390 0.09770 -0.25510  -0.0804
O: 0.31302 -0.55787 -1.16052  -0.2002
H: -0.32164 -1.07699 0.74411  0.1108
H: 0.26618 0.51751 0.56678  0.1097
H: 2.07178 0.37991 1.33666  0.0445
H: 2.07727 1.00207 -0.42031  0.0617
H: 2.33679 -0.78744 -0.07713  0.0450
H: -2.34832 -0.73953 -0.72713  0.0814
H: -2.32486 0.33393 0.68842  0.0701
H: -1.88959 0.95610 -0.92443  0.0716

The lowest unoccupied orbital energy (spin up / spin down) comes out at -1.590 / -1.575 eV. The net charge is 0. Its frontier orbital gap (spin up / spin down) is 6.783 / 6.858 eV. Its electronic energy is -194.1338 hartree. The value obtained for the energy relative to the best compared isomer or geometry (same formula, charge and spin) is 530.7 kJ/mol.

---

# 3
Density functional theory data (ωB97M-V/def2-TZVPD) for a 3-piece molecular cluster, C3H8O overall.

Last column: Löwdin charge in e.
Cartesian coordinates (Å):
C: -1.75561 0.14243 0.15311  -0.1336
C: -1.09406 -0.33954 -0.89317  -0.0912
O: 1.69406 0.62647 -0.60741  -0.0266
C: 2.01914 0.20603 0.47256  -0.2050
H: -2.28389 -0.50653 0.84824  0.0474
H: -0.15615 -0.17298 1.80863  0.0316
H: -1.78454 1.20860 0.36712  0.0556
H: -0.54990 0.30805 -1.57291  0.0443
H: -1.04423 -1.40716 -1.09484  0.0563
H: 0.35080 -0.16477 2.35529  0.0692
H: 2.07376 -0.87702 0.69612  0.0780
H: 2.27910 0.87882 1.31259  0.0741

The structure (SMILES) is [H][H].C=C.C=O. The lowest unoccupied orbital energy comes out at 0.929 eV. The net charge is 0. Its frontier orbital gap is 10.921 eV. Its electronic energy is -194.2345 hartree. The value obtained for the energy relative to the best compared isomer or geometry (same formula, charge and spin) is 266.5 kJ/mol.

---

# 4
Density functional theory data (ωB97M-V/def2-TZVPD) for one molecule with the formula C3H8O2.

Last column: Löwdin charge in e.
Cartesian coordinates (Å):
C: -1.61565 0.24864 0.28320  -0.0479
C: -0.29700 -0.41321 -0.08332  -0.4430
O: -0.28256 -0.32217 -1.49374  -0.0428
C: 0.97093 0.24443 0.48113  -0.2136
O: 2.05665 -0.42796 -0.15163  -0.0708
H: -1.55008 1.32794 0.10117  0.0833
H: -1.91788 0.06173 1.31289  0.0776
H: -2.39813 -0.12346 -0.39046  0.0847
H: -0.24515 -1.47033 0.24415  0.1470
H: 0.49806 -0.78749 -1.80860  0.0859
H: 0.96004 1.31804 0.24462  0.1259
H: 1.06546 0.13806 1.57480  0.1238
H: 2.75703 0.20265 -0.34028  0.0899

The structure (SMILES) is C[C@@H](O)CO. The lowest unoccupied orbital energy comes out at 0.862 eV. The net charge is 0. Its frontier orbital gap is 11.010 eV. Its electronic energy is -269.5684 hartree. The value obtained for the energy relative to the best compared isomer or geometry (same formula, charge and spin) is 69.6 kJ/mol.

---

Among the records above, which one has the highest electronic energy? number 2